# 1
Here is C60H62FeN9O3P2Se2 as an isolated structure from the OMol25 dataset. Energies are from ωB97M-V/def2-TZVPD.

Cartesian coordinates (Å):
Fe1 -0.456 0.256 1.174
C1 0.383 4.150 7.504
C2 -0.049 3.564 6.185
C3 -1.288 3.777 5.650
C4 -1.657 3.359 4.339
C5 -2.928 3.848 3.959
N1 -3.391 4.195 2.791
C6 -2.598 4.354 1.572
C7 -3.440 4.754 0.371
C8 -4.413 3.679 -0.171
N2 -4.188 2.353 0.395
C9 -5.126 1.548 0.790
C10 -4.916 0.265 1.331
C11 -6.053 -0.488 1.712
C12 -5.950 -1.723 2.293
C13 -7.149 -2.573 2.629
C14 -4.652 -2.160 2.595
C15 -3.508 -1.463 2.254
C16 -2.244 -1.975 2.729
N3 -1.097 -1.445 2.595
C17 0.012 -2.150 3.262
C18 1.305 -2.092 2.460
C19 2.069 -0.816 2.732
N4 1.108 0.298 2.802
C20 1.322 1.131 3.740
C21 0.449 2.171 4.231
C22 0.804 2.741 5.438
C23 -0.781 2.486 3.586
O1 -1.105 1.960 2.472
C24 -3.597 -0.264 1.499
O2 -2.579 0.318 0.976
H1 -0.446 4.652 8.001
H2 1.177 4.883 7.353
H3 0.771 3.381 8.174
H4 -2.008 4.359 6.220
H5 -3.607 4.072 4.777
H6 -4.332 4.563 2.770
H7 -2.044 3.440 1.415
H8 -1.854 5.135 1.751
H9 -2.739 5.025 -0.415
H10 -4.010 5.654 0.611
H11 -4.295 3.615 -1.252
H12 -5.447 3.958 0.023
H13 -3.242 1.962 0.432
H14 -6.148 1.913 0.718
H15 -7.036 -0.068 1.522
H16 -8.055 -2.172 2.178
H17 -7.304 -2.634 3.708
H18 -7.009 -3.590 2.261
H19 -4.542 -3.095 3.140
H20 -2.325 -2.908 3.297
H21 -0.259 -3.188 3.467
H22 0.166 -1.662 4.228
H23 1.100 -2.143 1.390
H24 1.930 -2.946 2.717
H25 2.752 -0.649 1.911
H26 2.643 -0.889 3.658
H27 2.224 0.996 4.341
H28 1.774 2.492 5.861
Se1 3.449 2.357 -4.519
P1 4.031 0.843 -3.157
C25 4.282 -0.750 -3.961
C26 3.166 -1.452 -4.413
C27 3.334 -2.626 -5.125
C28 4.614 -3.107 -5.382
C29 5.723 -2.410 -4.930
C30 5.562 -1.225 -4.224
C31 5.530 1.269 -2.240
C32 6.095 0.349 -1.351
C33 7.206 0.711 -0.607
C34 7.749 1.984 -0.738
C35 7.193 2.891 -1.627
C36 6.082 2.536 -2.382
C37 2.786 0.495 -1.884
C38 1.530 0.984 -1.537
N5 1.191 0.350 -0.374
N6 2.166 -0.483 -0.066
N7 3.128 -0.411 -0.943
P2 0.319 2.099 -2.197
Se2 -0.961 2.406 -0.487
C39 -0.601 1.386 -3.587
C40 0.063 0.916 -4.721
C41 -0.662 0.320 -5.744
C42 -2.042 0.200 -5.651
C43 -2.707 0.678 -4.530
C44 -1.990 1.267 -3.498
C45 0.960 3.710 -2.620
C46 0.406 4.416 -3.681
C47 0.762 5.744 -3.869
C48 1.647 6.357 -2.994
C49 2.195 5.645 -1.931
C50 1.849 4.321 -1.737
H29 2.168 -1.082 -4.201
H30 2.469 -3.164 -5.493
H31 4.743 -4.026 -5.940
H32 6.719 -2.781 -5.136
H33 6.428 -0.674 -3.880
H34 5.662 -0.637 -1.245
H35 7.656 -0.004 0.071
H36 8.614 2.263 -0.150
H37 7.631 3.874 -1.745
H38 5.650 3.234 -3.089
H39 1.134 1.037 -4.817
H40 -0.140 -0.046 -6.620
H41 -2.601 -0.265 -6.455
H42 -3.782 0.580 -4.449
H43 -2.507 1.636 -2.621
H44 -0.283 3.930 -4.362
H45 0.343 6.302 -4.697
H46 1.906 7.399 -3.134
H47 2.887 6.128 -1.254
H48 2.270 3.756 -0.912
C51 1.215 -5.710 1.798
C52 1.009 -5.720 0.289
N8 -0.328 -6.166 -0.092
C53 -0.658 -7.581 0.120
C54 -1.644 -7.804 1.259
C55 -1.254 -5.412 -0.724
O3 -2.337 -5.846 -1.085
C56 -0.964 -3.961 -1.023
C57 -1.018 -3.530 -2.341
C58 -0.979 -2.174 -2.604
C59 -0.891 -1.300 -1.538
N9 -0.806 -1.695 -0.264
C60 -0.858 -3.010 -0.023
H49 2.231 -5.388 2.036
H50 1.073 -6.706 2.219
H51 0.505 -5.033 2.279
H52 1.737 -6.394 -0.169
H53 1.187 -4.730 -0.126
H54 0.276 -8.109 0.310
H55 -1.089 -7.967 -0.803
H56 -1.260 -7.410 2.203
H57 -1.829 -8.872 1.383
H58 -2.592 -7.318 1.033
H59 -1.109 -4.256 -3.140
H60 -1.044 -1.789 -3.614
H61 -0.897 -0.238 -1.708
H62 -0.817 -3.320 1.014

Computed properties:
E, Ha: -9791.01186
Multiplicity: 6
Frontier orbital gap (spin up / spin down), eV: 6.05 / 5.00
Net charge: +2
E_HOMO (spin up / spin down), eV: -11.34 / -11.34

---

# 2
Here is C60H62Ge2INOP2Sn as an isolated structure from the OMol25 dataset. Energies are from ωB97M-V/def2-TZVPD.

Cartesian coordinates (Å):
Sn1 0.076 0.774 0.175
C1 3.975 -3.684 -3.993
C2 2.757 -3.736 -3.051
C3 2.217 -5.176 -2.964
C4 3.178 -3.276 -1.666
C5 4.198 -3.950 -0.999
C6 4.622 -3.568 0.261
C7 4.039 -2.475 0.871
C8 3.020 -1.776 0.235
P1 2.371 -0.250 0.978
C9 2.250 -0.405 2.783
C10 3.367 -0.607 3.598
C11 3.219 -0.690 4.973
C12 1.967 -0.544 5.558
C13 0.859 -0.297 4.762
C14 1.004 -0.231 3.384
C15 3.737 0.920 0.727
C16 4.046 1.890 1.676
C17 5.048 2.817 1.420
C18 5.751 2.772 0.224
C19 5.454 1.798 -0.722
C20 4.447 0.880 -0.475
C21 2.585 -2.198 -1.025
O1 1.556 -1.475 -1.588
C22 1.125 -1.781 -2.856
C23 0.107 -0.969 -3.377
C24 -0.303 -1.168 -4.693
C25 0.213 -2.209 -5.439
C26 1.170 -3.037 -4.878
C27 1.663 -2.827 -3.596
P2 -0.646 0.338 -2.364
C28 -2.466 0.132 -2.314
C29 -3.093 0.295 -1.081
C30 -4.472 0.222 -0.955
C31 -5.250 -0.023 -2.074
C32 -4.638 -0.195 -3.310
C33 -3.259 -0.113 -3.434
C34 -0.473 1.851 -3.374
C35 0.403 1.938 -4.457
C36 0.490 3.114 -5.191
C37 -0.276 4.215 -4.839
C38 -1.139 4.141 -3.752
C39 -1.239 2.965 -3.026
H1 4.779 -4.327 -3.631
H2 4.360 -2.664 -4.070
H3 3.707 -4.023 -4.994
H4 2.983 -5.857 -2.590
H5 1.901 -5.535 -3.945
H6 1.358 -5.223 -2.290
H7 4.671 -4.797 -1.480
H8 5.411 -4.116 0.761
H9 4.382 -2.171 1.848
H10 4.364 -0.657 3.180
H11 4.091 -0.859 5.592
H12 1.859 -0.612 6.633
H13 -0.120 -0.167 5.210
H14 0.128 -0.056 2.771
H15 3.513 1.927 2.617
H16 5.281 3.574 2.160
H17 6.540 3.488 0.032
H18 6.013 1.752 -1.648
H19 4.210 0.121 -1.216
H20 -0.994 -0.483 -5.157
H21 -0.127 -2.375 -6.454
H22 1.557 -3.863 -5.463
H23 -2.498 0.448 -0.194
H24 -4.929 0.344 0.021
H25 -6.328 -0.093 -1.988
H26 -5.237 -0.394 -4.190
H27 -2.832 -0.249 -4.414
H28 1.012 1.088 -4.738
H29 1.159 3.164 -6.042
H30 -0.203 5.133 -5.410
H31 -1.746 4.997 -3.483
H32 -1.930 2.903 -2.192
C40 -3.102 -3.460 -0.640
C41 -1.765 -2.760 -0.906
Ge1 -1.074 -1.692 0.634
C42 -0.061 -3.008 1.747
C43 -0.590 -4.444 1.663
C44 -2.661 -1.350 1.761
C45 -3.103 -0.248 2.354
Ge2 -2.356 1.580 2.246
C46 -2.884 3.106 1.101
C47 -3.971 3.964 1.769
C48 -1.413 2.191 3.856
C49 -1.990 1.682 5.182
C50 -4.196 -0.130 3.343
C51 -4.909 1.068 3.430
C52 -5.890 1.262 4.392
C53 -6.179 0.239 5.282
C54 -5.494 -0.969 5.192
C55 -4.507 -1.155 4.237
H33 -3.390 -4.068 -1.501
H34 -3.901 -2.736 -0.460
H35 -3.045 -4.125 0.224
H36 -1.855 -2.128 -1.789
H37 -0.989 -3.499 -1.133
H38 -0.087 -2.669 2.784
H39 0.987 -2.974 1.433
H40 -1.597 -4.524 2.080
H41 0.055 -5.117 2.233
H42 -0.621 -4.814 0.637
H43 -3.232 -2.264 1.965
H44 -3.210 2.750 0.127
H45 -1.962 3.674 0.981
H46 -4.934 3.452 1.795
H47 -4.113 4.887 1.205
H48 -3.700 4.245 2.790
H49 -1.419 3.279 3.810
H50 -0.378 1.861 3.736
H51 -2.999 2.056 5.352
H52 -1.362 2.027 6.006
H53 -2.029 0.592 5.221
H54 -4.738 1.858 2.690
H55 -6.430 2.201 4.437
H56 -6.935 0.381 6.042
H57 -5.728 -1.770 5.882
H58 -3.966 -2.093 4.190
I1 1.208 4.210 2.021
C56 1.950 4.258 0.054
C57 2.454 5.447 -0.446
C58 2.985 5.427 -1.726
C59 3.000 4.237 -2.434
C60 2.467 3.110 -1.836
N1 1.931 3.116 -0.610
H59 2.441 6.350 0.149
H60 3.398 6.333 -2.154
H61 3.417 4.182 -3.430
H62 2.478 2.148 -2.335

Computed properties:
E, Ha: -7801.61780
Frontier orbital gap, eV: 6.31
Net charge: +2
E_HOMO, eV: -12.11

---

# 3
Here is a 11-piece molecular cluster, C60H63F9O22 overall from the OMol25 dataset. Energies are from ωB97M-V/def2-TZVPD.

Cartesian coordinates (Å):
C1 -4.060 -1.858 2.660
C2 -3.881 -0.469 3.313
O1 -2.941 -0.468 4.463
C3 -1.672 -0.039 4.344
O2 -1.267 0.516 3.290
C4 -0.818 -0.363 5.590
F1 -0.612 0.748 6.284
F2 -1.458 -1.272 6.355
F3 0.381 -0.885 5.162
H1 -4.810 -1.838 1.870
H2 -4.526 -2.534 3.377
H3 -3.072 -2.186 2.338
H4 -4.860 -0.287 3.756
H5 -3.722 0.285 2.542
C5 -0.831 -2.644 -2.867
C6 0.083 -1.909 -3.841
O3 -0.734 -0.696 -4.223
C7 -1.612 -0.766 -5.291
O4 -1.703 -1.795 -5.998
C8 -2.431 0.479 -5.519
F4 -3.666 0.042 -5.551
F5 -2.290 1.296 -4.457
F6 -2.019 1.081 -6.590
H6 -1.343 -2.037 -2.121
H7 -0.353 -3.502 -2.395
H8 -1.710 -3.025 -3.387
H9 0.348 -2.554 -4.679
H10 0.968 -1.740 -3.229
C9 2.664 4.747 0.910
C10 3.706 3.671 0.469
O5 4.076 4.007 -0.860
C11 5.090 3.321 -1.431
O6 5.513 2.273 -0.965
C12 5.520 3.974 -2.786
F7 5.184 3.159 -3.744
F8 4.864 5.022 -3.144
F9 6.800 4.055 -2.771
H11 2.965 5.016 1.923
H12 1.671 4.298 0.905
H13 2.591 5.702 0.390
H14 3.345 2.643 0.488
H15 4.636 3.665 1.038
C13 -3.544 3.302 2.447
C14 -3.648 3.215 3.809
C15 -4.542 4.103 4.470
C16 -5.265 4.987 3.709
C17 -4.969 5.160 2.388
C18 -4.107 4.328 1.771
O7 -4.035 4.365 0.415
O8 -4.783 3.998 5.826
H16 -2.975 2.629 1.823
H17 -3.085 2.456 4.332
H18 -5.983 5.658 4.158
H19 -5.340 6.053 1.907
H20 -4.371 5.018 -0.204
H21 -4.444 3.162 6.152
C19 0.561 2.350 -3.670
C20 1.510 2.102 -4.663
C21 2.207 3.203 -5.235
C22 2.114 4.482 -4.678
C23 1.334 4.645 -3.568
C24 0.552 3.608 -3.092
O9 -0.307 3.779 -2.012
O10 3.061 2.973 -6.220
H22 -0.084 1.555 -3.324
H23 1.714 1.093 -4.990
H24 2.749 5.225 -5.138
H25 1.295 5.599 -3.063
H26 -0.052 3.250 -1.252
H27 3.914 2.738 -5.848
C25 3.657 -2.825 -3.741
C26 3.667 -2.089 -4.943
C27 4.480 -0.932 -4.957
C28 5.310 -0.586 -3.902
C29 5.320 -1.381 -2.720
C30 4.496 -2.473 -2.660
O11 4.409 -3.226 -1.508
O12 4.332 -0.092 -5.977
H28 3.149 -3.774 -3.645
H29 3.034 -2.180 -5.814
H30 5.931 0.297 -3.868
H31 5.950 -1.006 -1.926
H32 4.809 -2.833 -0.728
H33 3.846 -0.482 -6.708
C31 -2.658 -5.312 -1.843
C32 -1.918 -5.809 -2.926
C33 -0.620 -6.254 -2.661
C34 0.013 -6.085 -1.395
C35 -0.721 -5.563 -0.308
C36 -2.102 -5.234 -0.576
O13 -2.828 -4.775 0.460
O14 0.009 -7.010 -3.645
H34 -3.703 -5.123 -2.036
H35 -2.337 -5.839 -3.921
H36 1.034 -6.431 -1.338
H37 -0.298 -5.445 0.678
H38 -2.445 -4.944 1.324
H39 -0.650 -7.525 -4.116
C37 -2.983 0.147 -1.564
C38 -3.791 -0.943 -1.875
C39 -5.193 -0.923 -1.634
C40 -5.784 0.162 -1.027
C41 -5.013 1.267 -0.714
C42 -3.589 1.221 -0.912
O15 -2.758 2.180 -0.442
O16 -5.849 -1.989 -1.978
H40 -1.982 0.121 -1.969
H41 -3.478 -1.921 -2.208
H42 -6.834 0.247 -0.790
H43 -5.408 2.214 -0.378
H44 -3.194 3.022 -0.291
H45 -5.549 -2.144 -2.877
C43 3.023 4.647 4.940
C44 2.916 3.601 3.987
C45 1.602 3.158 3.707
C46 0.441 3.820 4.235
C47 0.620 4.726 5.275
C48 1.883 5.114 5.698
O17 2.012 6.028 6.747
O18 1.374 2.111 2.809
H46 3.996 4.992 5.255
H47 3.755 3.192 3.443
H48 -0.513 3.383 3.983
H49 -0.156 5.154 5.892
H50 2.944 6.239 6.844
H51 0.506 2.180 2.406
C49 1.419 -6.397 4.971
C50 1.941 -6.458 3.702
C51 1.970 -5.311 2.895
C52 1.537 -4.075 3.404
C53 0.887 -4.032 4.650
C54 0.987 -5.142 5.456
O19 0.727 -5.025 6.761
O20 2.423 -5.450 1.581
H52 1.437 -7.231 5.658
H53 2.324 -7.416 3.382
H54 1.548 -3.152 2.844
H55 0.450 -3.137 5.066
H56 0.670 -5.893 7.166
H57 1.994 -4.894 0.927
C55 1.907 -1.202 -0.684
C56 1.344 0.064 -0.613
C57 0.166 0.185 0.046
C58 -0.498 -0.879 0.541
C59 -0.021 -2.180 0.371
C60 1.279 -2.335 -0.172
O21 1.903 -3.518 -0.342
O22 -0.240 1.422 0.306
H58 2.863 -1.183 -1.186
H59 1.873 0.922 -1.002
H60 -1.528 -0.885 0.865
H61 -0.589 -3.052 0.661
H62 2.764 -3.306 -0.710
H63 -1.187 1.319 0.426

Computed properties:
SMILES: CCOC(=O)C(F)(F)F.CCOC(=O)C(F)(F)F.CCOC(=O)C(F)(F)F.Oc1ccc(O)cc1.Oc1ccc(O)cc1.Oc1ccc(O)cc1.Oc1ccc(O)cc1.Oc1ccc(O)cc1.Oc1ccc(O)cc1.Oc1ccc(O)cc1.Oc1ccc(O)cc1
E, Ha: -4878.10099
Frontier orbital gap, eV: 8.16
Net charge: 0
E_HOMO, eV: -7.84

---

| no. | F_max (eV/Å) |
| --- | --- |
| 1 | 0.889 |
| 2 | 1.081 |
| 3 | 6.190 |